Entry 1:
Entry from the Open Molecules 2025 dataset: a structure of composition C44H52AsBrMgN2O8S2 at a distorted geometry (ωB97M-V/def2-TZVPD).

Each line ends with the Löwdin charge.
Positions of all 111 atoms, in Å:
H1 -1.034 -0.512 5.187  0.139
H2 2.774 -0.552 -3.475  0.112
O1 -3.395 -4.110 0.461  -0.302
H3 7.527 1.928 1.240  0.100
C1 -2.807 -4.470 -2.288  -0.043
H4 -2.917 5.576 1.961  0.085
C2 4.284 -2.080 -3.655  -0.078
C3 -0.842 3.535 0.835  -0.105
H5 5.801 -3.640 -1.061  0.106
H6 0.118 -4.546 5.048  0.137
H7 -2.245 -0.838 -1.793  0.094
H8 -3.896 -1.406 -1.524  0.092
As1 2.363 -0.162 -0.438  1.224
H9 -0.255 5.925 -0.585  0.070
C4 -2.301 5.393 -0.105  -0.551
H10 -1.372 -4.378 -5.346  0.106
C5 3.456 -1.218 -2.955  -0.089
H11 -4.884 0.352 -2.494  0.082
C6 0.391 1.055 -2.311  -0.081
Mg1 -0.002 -1.666 0.486  0.341
N1 -0.292 -2.481 5.267  -0.096
S1 0.915 -3.162 -1.253  0.537
C7 -4.193 1.102 -2.118  -0.049
O2 0.931 -3.482 0.154  -0.275
C8 -3.079 -0.827 -1.094  -0.039
H12 -2.287 5.226 -2.272  0.073
S2 -1.967 -3.995 0.247  0.518
C9 -0.381 -3.925 -3.495  -0.042
C10 -0.502 -3.840 -2.113  -0.208
C11 -2.726 2.909 -0.430  0.001
C12 -0.214 2.130 -2.941  -0.059
H13 -0.239 4.256 -3.206  0.102
C13 5.146 -2.959 -1.588  -0.070
H14 -5.471 -0.025 0.000  0.085
C14 1.216 3.642 -1.760  -0.076
H15 -4.939 1.563 0.553  0.081
H16 -3.019 6.717 -1.657  0.082
H17 0.068 0.048 -2.535  0.095
C15 -1.293 1.128 0.389  -0.370
H18 -1.509 -4.042 4.555  0.143
H19 -1.010 1.960 -3.652  0.105
C16 -4.605 0.557 0.303  -0.027
H20 -4.243 5.218 0.857  0.082
Br1 0.916 1.741 2.085  0.904
H21 1.040 -3.969 2.926  0.146
C17 -1.718 -4.088 -1.519  -0.221
C18 1.230 -1.588 3.586  -0.151
H22 -2.781 -1.321 -0.180  0.053
H23 -1.929 -1.982 2.705  0.134
H24 4.312 -2.088 0.199  0.115
C19 1.083 -1.961 5.080  -0.059
H25 -1.298 7.310 -0.236  0.083
C20 4.429 0.598 1.508  -0.110
H26 2.147 -2.000 3.168  0.131
H27 4.271 -2.081 -4.737  0.104
H28 1.550 4.647 -1.540  0.104
C21 -3.550 0.598 -0.815  -0.514
H29 -3.737 -4.670 -1.776  0.113
H30 1.223 -1.088 5.723  0.136
H31 3.769 0.109 2.220  0.087
C22 3.964 0.810 0.219  -0.298
H32 -0.467 -2.634 6.263  0.191
C23 0.047 -3.548 3.088  -0.122
C24 -0.574 2.192 0.967  -0.514
C25 -0.451 -3.768 4.533  -0.043
H33 1.254 -0.510 3.451  0.054
H34 -3.560 6.842 0.895  0.081
C26 6.531 1.620 0.955  -0.090
H35 6.734 2.298 -1.069  0.104
H36 4.453 1.604 -1.714  0.111
H37 -3.903 5.210 -1.578  0.074
C27 1.802 2.573 -1.105  -0.130
C28 0.206 3.423 -2.680  -0.071
H38 -4.753 2.021 -1.980  0.069
O3 0.634 -1.714 -1.457  -0.380
H39 5.723 -3.653 -3.525  0.102
H40 -0.720 6.294 1.078  0.077
O4 2.063 -3.633 -1.982  -0.251
C29 -2.913 5.647 -1.489  -0.047
H41 -3.630 3.212 -0.928  0.096
H42 -3.432 1.267 -2.876  0.079
H43 -4.179 0.102 1.195  0.086
C30 -1.113 -1.470 3.214  -0.127
C31 -1.933 3.930 0.082  -0.193
C32 5.699 1.012 1.880  -0.085
O5 1.761 -0.920 0.868  -0.500
C33 -3.321 5.784 0.972  -0.043
H44 -0.198 4.231 1.347  0.094
O6 -1.226 -5.082 0.853  -0.301
C34 3.466 -1.252 -1.575  -0.322
H45 -1.087 -0.450 2.837  0.111
N2 0.119 -2.124 2.827  -0.173
C35 4.325 -2.097 -0.889  -0.097
H46 6.044 0.837 2.890  0.099
H47 0.580 -3.707 -3.940  0.116
O7 -0.886 -0.091 0.560  -0.178
H48 1.789 -2.738 5.379  0.136
C36 4.810 1.433 -0.701  -0.105
C37 -1.466 -4.303 -4.271  -0.058
C38 -2.465 1.551 -0.312  -0.084
O8 -1.515 -2.669 0.706  -0.391
C39 -1.063 6.285 0.047  -0.053
H49 -0.602 -4.037 2.361  0.083
C40 1.405 1.268 -1.388  -0.260
C41 6.083 1.834 -0.339  -0.077
C42 -1.265 -1.488 4.749  -0.051
H50 -3.530 -4.889 -4.254  0.106
H51 -2.278 -1.778 5.039  0.139
H52 2.580 2.744 -0.363  0.089
C43 -2.682 -4.578 -3.662  -0.059
C44 5.110 -2.956 -2.972  -0.081

For the total energy, the calculation gives -223831.3394 eV. The value obtained for the HOMO-LUMO gap is 6.25 eV.

***

Entry 2:
Entry from the Open Molecules 2025 dataset: a cluster of 19 separate species, C7H51F3O26PS in total at a distorted geometry (ωB97M-V/def2-TZVPD).

Each line ends with the Löwdin charge.
Positions of all 89 atoms, in Å:
H1 0.716 3.500 0.217  0.122
H2 0.779 5.510 1.515  0.123
H3 -2.677 8.805 5.962  0.039
H4 -0.796 4.104 1.941  0.076
H5 1.166 5.544 3.264  0.107
C1 0.554 0.779 0.073  -0.355
H6 -1.453 8.705 5.047  0.043
H7 0.452 -4.772 2.028  0.003
S1 -2.105 1.158 0.134  0.817
H8 -4.120 4.446 0.738  0.032
F1 -4.637 0.359 0.095  0.157
H9 2.934 -7.364 4.237  0.011
O1 -0.269 4.203 2.741  -0.081
H10 -0.835 -2.039 -5.743  0.015
H11 -7.787 -4.071 0.897  0.027
H12 3.221 -4.020 -1.950  0.005
O2 2.383 6.576 -0.460  -0.056
H13 -0.780 2.181 -5.942  0.040
O3 -3.749 4.058 1.535  -0.059
H14 -3.181 3.348 1.210  -0.028
H15 0.224 2.188 -1.573  0.096
O4 -0.678 -2.523 -6.561  -0.056
O5 0.038 -3.348 1.072  -0.375
P1 0.841 -1.790 0.722  0.591
H16 3.034 6.243 0.167  0.035
H17 -3.619 -1.411 -3.437  0.039
O6 -1.907 2.388 -0.603  -0.281
O7 -2.348 8.372 5.170  -0.052
O8 0.931 -5.437 2.580  -0.091
O9 -0.691 6.049 5.004  -0.080
H18 2.958 4.195 2.782  0.121
H19 1.047 -7.505 0.502  0.034
O10 -2.971 -1.366 -4.151  -0.041
H20 -1.596 6.352 4.872  0.009
O11 -0.877 3.059 -5.562  -0.041
H21 -4.272 -3.685 1.111  0.047
H22 0.137 4.026 -3.800  0.016
O12 2.908 1.721 -4.110  -0.050
H23 -1.495 -0.050 -3.665  0.002
H24 3.714 -5.682 -0.214  0.039
O13 -7.516 -4.296 0.003  -0.067
H25 2.147 -8.245 1.242  0.004
H26 2.078 -2.467 0.641  -0.003
O14 2.635 4.033 0.808  -0.112
H27 2.883 6.872 -1.225  0.040
C2 1.025 1.605 -1.112  -0.177
H28 -2.873 -2.276 -4.447  0.048
H29 -0.887 -3.146 1.249  0.014
C3 1.729 3.637 -0.188  -0.252
O15 1.805 -8.083 0.354  -0.063
C4 2.117 3.945 2.128  -0.167
O16 2.651 -3.271 -1.739  -0.075
H30 3.262 1.782 -3.213  0.042
F2 -3.272 -1.004 -0.904  0.109
O17 -4.249 -3.602 0.152  -0.044
H31 3.072 -2.507 -2.140  0.035
H32 -3.924 -2.708 -0.005  0.010
H33 -0.614 -3.445 -6.292  0.037
C5 -0.740 0.021 -0.120  -0.479
O18 4.445 -8.648 5.543  -0.052
C6 -3.562 0.294 -0.674  -0.632
H34 4.323 -6.706 -1.141  0.034
H35 1.093 -4.976 3.407  0.039
H36 0.550 -2.018 -0.651  0.038
H37 -6.585 -4.035 -0.039  0.001
O19 -0.677 0.220 -3.228  -0.040
H38 -1.783 3.314 -5.766  0.046
O20 0.944 3.879 -3.294  -0.044
H39 1.368 0.905 -1.879  0.122
C7 0.945 4.902 2.410  -0.194
H40 0.959 -1.586 2.128  0.024
H41 1.698 4.409 -0.959  0.107
H42 1.618 3.720 -3.963  0.020
O21 -2.483 1.274 1.518  -0.263
H43 0.477 1.440 0.957  0.147
F3 -3.841 0.847 -1.857  0.134
H44 -0.604 5.253 4.457  0.003
O22 1.504 -0.209 0.393  -0.283
H45 -0.825 -0.341 -1.154  0.110
H46 2.081 -6.906 3.027  -0.011
O23 -0.807 -0.965 0.823  -0.282
H47 4.225 -9.461 5.077  0.042
O24 2.141 2.411 -0.758  -0.075
O25 4.357 -5.770 -0.925  -0.056
H48 3.651 1.877 -4.699  0.037
H49 3.972 -8.703 6.379  0.038
H50 1.808 2.922 2.378  0.131
H51 -0.147 0.644 -3.911  0.039
O26 2.625 -7.637 3.369  -0.079

As for the net charge: -1. For the total energy, the calculation gives -89598.7468 eV. The value obtained for the HOMO-LUMO gap is 7.32 eV.

***

Entry 3:
Entry from the Open Molecules 2025 dataset: a structure of composition C43H45As2N2O9S2Ti at a distorted geometry (ωB97M-V/def2-TZVPD).

Each line ends with the Löwdin charge.
Positions of all 104 atoms, in Å:
O1 3.601 4.479 -1.354  -0.127
H1 2.658 -6.488 0.666  0.092
C1 0.063 -1.358 3.317  -0.202
C2 -2.482 -1.475 -2.971  -0.049
C3 -2.797 -3.806 3.249  -0.127
N1 -0.801 -1.858 0.606  -0.028
C4 3.908 5.734 -0.805  -0.080
H2 5.292 -1.373 -0.827  0.093
H3 -2.766 -1.341 -4.020  0.097
C5 4.581 2.311 3.085  -0.068
H4 -5.907 -1.212 -0.117  0.102
S1 -1.912 -4.105 -0.108  1.127
H5 -6.192 0.457 2.044  0.091
O2 2.199 4.061 0.399  0.043
C6 2.870 -3.279 1.736  -0.118
C7 -2.124 -1.587 0.453  -0.311
H6 0.417 -5.690 -0.027  0.093
H7 2.638 3.484 -5.045  0.019
H8 -3.773 1.619 2.475  0.095
C8 2.363 -5.465 0.854  -0.098
H9 -0.444 3.642 -0.311  0.012
H10 -1.419 3.194 -1.730  0.010
C9 2.708 3.676 -0.649  -0.501
C10 -0.436 3.109 -1.262  -0.253
O3 2.700 0.436 -5.375  0.052
H11 -3.749 1.846 -1.197  0.077
C11 -0.564 1.665 -5.591  -0.065
C12 1.618 0.820 -4.971  -0.559
C13 2.378 0.031 -0.746  -0.582
C14 3.240 -4.602 1.500  -0.085
C15 0.753 -3.690 0.691  -0.256
O4 3.727 -0.110 -0.902  -0.085
H12 -0.463 2.438 -4.825  0.095
C16 1.872 2.018 2.492  -0.646
H13 -2.113 0.458 1.037  0.057
H14 4.649 0.220 2.506  0.136
C17 3.713 3.402 3.221  -0.071
H15 -5.359 1.178 -1.499  0.083
C18 4.072 1.122 2.645  -0.011
H16 -1.999 -2.452 -2.870  0.097
C19 1.640 -2.791 1.334  -0.172
S2 0.238 1.705 2.216  0.696
C20 -4.096 -0.200 0.466  -0.171
H17 0.956 -1.383 3.959  0.068
H18 -6.850 0.588 0.412  0.068
O5 -1.606 -0.442 -2.568  -0.113
C21 -2.140 -5.018 3.394  -0.141
O6 2.338 -0.198 1.951  -0.277
H19 3.268 5.932 0.061  0.084
C22 1.118 -5.024 0.458  -0.045
C23 2.817 3.698 -3.992  -0.281
C24 -4.847 -1.308 0.059  -0.040
H20 -2.992 2.355 1.071  0.070
H21 4.956 5.746 -0.493  0.088
C25 -2.735 -0.352 0.676  0.015
H22 -0.243 -5.959 3.711  0.096
H23 3.562 -2.622 2.261  0.099
C26 -0.061 -3.836 3.615  -0.065
C27 2.379 3.248 2.933  -0.104
As1 -0.036 1.183 -0.905  1.310
H24 3.746 -2.065 -0.221  0.072
H25 -2.626 -1.684 3.163  0.108
H26 -2.692 -5.947 3.360  0.085
H27 1.010 -3.856 3.770  0.109
C28 -4.770 1.786 -0.816  -0.035
H28 -5.196 2.787 -0.786  0.083
O7 -0.210 -1.118 -4.208  0.117
O8 1.635 -0.995 -0.596  -0.134
C29 -6.182 1.052 1.133  -0.057
As2 3.182 1.979 -3.044  1.373
C30 -4.272 -2.555 -0.123  -0.094
H29 -6.580 2.039 1.360  0.078
C31 2.603 2.410 -1.256  -0.336
C32 0.395 0.715 -2.797  -0.242
H30 1.946 4.198 -3.571  0.018
H31 -0.570 -0.501 3.586  0.020
H32 4.099 4.352 3.558  0.103
C33 -2.912 -2.689 0.066  -0.476
C34 4.215 -1.436 -0.986  -0.036
C35 -4.750 1.168 0.590  -0.550
H33 4.002 -1.849 -1.977  0.104
C36 -0.767 -5.020 3.588  -0.107
Ti1 0.805 -0.914 1.293  0.728
H34 -0.927 2.112 -6.518  0.095
C37 1.891 1.329 -0.685  -0.396
H35 0.316 3.562 -1.907  0.010
H36 -1.287 0.922 -5.251  0.085
C38 1.429 1.162 -3.559  -0.248
H37 -4.869 -3.404 -0.419  0.108
C39 -2.091 -2.620 3.274  -0.071
H38 3.750 6.497 -1.572  0.086
C40 -3.952 2.095 1.514  -0.049
C41 -0.694 -2.600 3.415  -0.319
H39 -3.868 -3.786 3.101  0.097
H40 5.631 2.405 3.313  0.097
H41 -3.351 -1.407 -2.324  0.077
H42 -4.505 3.017 1.684  0.083
H43 1.685 4.067 3.022  0.106
N2 2.763 0.989 2.347  -0.137
H44 3.673 4.365 -3.913  0.012
O9 0.670 1.071 -5.906  -0.023
C42 -0.522 -3.147 0.380  -0.442
H45 4.211 -4.958 1.818  0.094
C43 -0.448 -0.357 -3.292  -0.525

As for the net charge: -1. Its spin multiplicity is 3. Its expectation value of S² is 2.01. For the total energy, the calculation gives -233191.2410 eV. The value obtained for the HOMO-LUMO gap (alpha / beta) is 5.64 / 5.88 eV.

***

Entry 4:
Entry from the Open Molecules 2025 dataset: a cluster of 2 separate species, C2H8NOPS in total at a distorted geometry (ωB97M-V/def2-TZVPD).

Each line ends with the Löwdin charge.
Positions of all 14 atoms, in Å:
H1 -0.079 1.174 1.807  -0.022
C1 0.629 -0.844 -0.354  -0.663
S1 0.977 -0.744 1.417  0.784
H2 -1.372 -1.701 -1.416  0.059
H3 -1.709 -1.438 0.318  -0.001
N1 0.814 1.038 1.501  -0.205
H4 -1.827 -0.055 -0.790  -0.037
P1 1.131 0.544 -1.525  0.766
C2 -1.447 -0.942 -0.574  0.022
H5 2.426 0.787 -0.869  -0.080
O1 2.422 -0.985 1.511  -0.537
H6 0.972 -1.782 -0.719  0.010
H7 1.651 1.302 2.112  0.088
H8 0.687 1.494 -0.697  -0.182

For the total energy, the calculation gives -25861.3760 eV. The value obtained for the HOMO-LUMO gap is 9.76 eV.

***

Entry 5:
Entry from the Open Molecules 2025 dataset: the molecule C4H6N2O at a distorted geometry (ωB97M-V/def2-TZVPD).

Each line ends with the Löwdin charge.
Positions of all 13 atoms, in Å:
H1 1.345 1.546 0.979  0.048
H2 1.652 -0.134 -1.600  0.132
H3 2.515 1.842 -0.217  0.049
H4 -1.242 -1.847 1.104  0.135
N1 -2.273 0.655 0.089  0.121
H5 0.325 -2.355 0.625  0.070
N2 -1.015 0.769 0.152  0.018
O1 -0.795 -1.433 -0.970  0.007
H6 -2.669 1.536 0.390  0.052
C1 1.676 1.229 0.017  0.001
C2 1.096 0.271 -0.686  -0.088
C3 -0.400 -1.719 0.348  -0.073
C4 -0.217 -0.360 -0.231  -0.473

For the total energy, the calculation gives -9268.7542 eV. The value obtained for the HOMO-LUMO gap is 9.84 eV.

***

Entry 6:
Entry from the Open Molecules 2025 dataset: a cluster of 2 separate species, C2H8S2 in total at a distorted geometry (ωB97M-V/def2-TZVPD).

Each line ends with the Löwdin charge.
Positions of all 12 atoms, in Å:
S1 1.209 -0.903 -0.067  0.586
H1 -2.612 -0.994 1.504  0.062
H2 -1.901 0.895 -0.685  0.049
C1 -2.878 -0.075 0.989  -0.160
H3 -1.788 -0.913 -0.709  0.034
H4 -3.964 0.008 1.088  0.070
S2 1.546 1.036 -0.380  0.581
H5 2.265 -1.386 0.598  -0.097
H6 -3.203 -0.039 -1.213  0.071
H7 1.249 1.586 0.830  -0.078
C2 -2.408 -0.049 -0.466  -0.180
H8 -2.602 0.831 1.532  0.061

As for the net charge: +1. Its spin multiplicity is 2. Its expectation value of S² is 0.76. For the total energy, the calculation gives -23864.1397 eV. The value obtained for the HOMO-LUMO gap (alpha / beta) is 9.20 / 4.83 eV.

***

Entry 7:
Entry from the Open Molecules 2025 dataset: the molecule C4H12N2O at a distorted geometry (ωB97M-V/def2-TZVPD).

Each line ends with the Löwdin charge.
Positions of all 19 atoms, in Å:
H1 0.477 0.445 1.676  0.126
H2 -2.324 -0.052 -0.517  0.058
H3 3.480 0.076 -1.893  0.099
H4 0.244 -1.331 1.606  0.097
N1 -2.503 -0.420 0.421  -0.042
C1 -0.082 -0.424 1.109  -0.123
H5 0.038 1.710 -0.931  0.100
H6 -0.007 -1.365 -0.836  0.154
H7 -1.759 1.298 1.078  0.107
O1 2.474 0.020 -1.881  -0.152
C2 -1.603 0.210 1.270  -0.321
N2 -0.215 0.708 -1.122  -0.007
H8 2.248 0.525 0.215  0.109
H9 -1.784 0.084 2.336  0.095
H10 -3.420 -0.045 0.648  0.072
H11 0.153 0.563 -2.129  0.105
H12 2.295 -1.323 -0.211  0.135
C3 0.384 -0.419 -0.360  -0.429
C4 1.903 -0.263 -0.479  -0.183

For the total energy, the calculation gives -9368.3875 eV. The value obtained for the HOMO-LUMO gap is 9.83 eV.